Entry i
Computed, not measured: C7H15NO2 as an isolated structure, with the ωB97M-V functional and the def2-TZVPD basis.

Calculated values
**Charge**: 0
**HOMO-LUMO gap**: 6.44 eV
**Multiplicity**: 1
**HOMO energy**: -6.054 eV

Last column: natural (NBO) charge in e.
Positions of all 25 atoms, in Å:
C -1.740 0.112 -0.123  -0.566
C -2.572 -1.149 -0.245  -0.630
C -0.115 -0.543 0.794  0.011
C -0.015 -0.380 2.150  -0.828
H -2.111 0.756 0.676  0.200
H -1.826 0.710 -1.036  0.179
H -0.129 -1.558 0.418  0.204
H -2.538 -1.735 0.678  0.207
H -2.191 -1.784 -1.051  0.198
H -3.627 -0.937 -0.450  0.204
H 0.034 0.595 2.615  0.184
H -0.265 -1.231 2.768  0.220
C 1.043 1.693 0.274  -0.413
C 2.382 -0.345 0.037  -0.412
N 1.006 0.251 -0.097  -0.355
C 0.462 -0.006 -1.471  0.969
O 0.367 1.136 -2.188  -0.686
O 0.498 -1.106 -1.952  -0.579
H 0.100 0.880 -3.083  0.511
H 2.669 -0.288 1.082  0.246
H 1.346 1.761 1.315  0.236
H 1.753 2.216 -0.362  0.214
H 0.057 2.121 0.128  0.240
H 3.082 0.212 -0.584  0.206
H 2.330 -1.380 -0.289  0.238



Entry ii
Computed, not measured: C7H15NO2 in the gas phase, with the ωB97M-V functional and the def2-TZVPD basis.

Calculated values
**Charge**: 0
**SMILES string**: C=C(C)C(C)(C)N(O)OC
**HOMO-LUMO gap**: 9.94 eV
**Multiplicity**: 1
**HOMO energy**: -9.088 eV

Last column: natural (NBO) charge in e.
Positions of all 25 atoms, in Å:
C 1.054 0.826 -1.760  -0.416
C 0.498 0.831 -0.527  0.045
C 0.073 2.165 0.055  -0.655
C 0.448 -0.407 0.416  0.042
C 1.521 -0.175 1.512  -0.613
C 0.801 -1.752 -0.263  -0.635
N -0.927 -0.397 1.011  0.098
O -0.950 -1.318 2.120  -0.565
O -1.814 -0.991 -0.047  -0.459
C -2.339 -0.258 -1.132  -0.250
H 1.390 -0.078 -2.251  0.200
H 1.177 1.748 -2.319  0.199
H 0.162 2.215 1.142  0.217
H -0.974 2.367 -0.188  0.221
H 0.686 2.988 -0.326  0.217
H 2.499 0.014 1.051  0.222
H 1.627 -1.055 2.157  0.226
H 1.289 0.674 2.161  0.211
H 1.821 -1.738 -0.663  0.213
H 0.141 -1.985 -1.105  0.224
H 0.745 -2.584 0.448  0.228
H -1.419 -0.783 2.785  0.480
H -3.247 -0.775 -1.460  0.196
H -2.616 0.759 -0.842  0.177
H -1.644 -0.291 -1.976  0.176



The most stable of them is entry ii.



Entry i
Computed, not measured: C7H15NO2 in the gas phase, with the ωB97M-V functional and the def2-TZVPD basis.

Calculated values
**Charge**: 0
**SMILES string**: C[C@H](CC(C)(C)O)C(N)=O
**HOMO-LUMO gap**: 10.63 eV
**Multiplicity**: 1
**HOMO energy**: -9.862 eV

Last column: natural (NBO) charge in e.
Positions of all 25 atoms, in Å:
C 1.606 2.247 0.246  -0.600
C 0.883 0.998 -0.278  -0.321
C -0.325 0.725 0.641  -0.411
C -1.338 -0.406 0.333  0.249
C -0.844 -1.745 0.888  -0.641
C -1.745 -0.487 -1.142  -0.619
O -2.566 -0.071 0.981  -0.727
C 1.921 -0.127 -0.377  0.680
N 1.580 -1.188 -1.149  -0.832
O 3.005 -0.089 0.161  -0.613
H 2.150 2.741 -0.556  0.213
H 2.328 1.952 1.003  0.238
H 0.906 2.958 0.681  0.204
H 0.512 1.192 -1.290  0.210
H -0.911 1.649 0.649  0.223
H 0.055 0.570 1.655  0.207
H -0.691 -1.666 1.964  0.203
H 0.093 -2.041 0.434  0.226
H -1.587 -2.517 0.706  0.214
H -2.409 0.352 -1.350  0.232
H -0.908 -0.438 -1.833  0.181
H -2.300 -1.405 -1.316  0.220
H -2.428 -0.076 1.934  0.465
H 0.739 -1.221 -1.705  0.393
H 2.271 -1.906 -1.281  0.405



Entry ii
Computed, not measured: C7H15NO2 as an isolated structure, with the ωB97M-V functional and the def2-TZVPD basis.

Calculated values
**Charge**: 0
**HOMO-LUMO gap**: 9.51 eV
**Multiplicity**: 1
**HOMO energy**: -8.919 eV

Last column: natural (NBO) charge in e.
Positions of all 25 atoms, in Å:
C 0.676 -2.586 -0.191  -0.616
C 0.425 -1.083 -0.188  -0.056
C -0.942 -0.739 0.406  -0.404
C -1.321 0.721 0.330  -0.237
C -1.790 1.299 -0.977  -0.424
C -2.760 1.117 0.161  -0.413
N 1.499 -0.358 0.526  -0.718
C 2.186 1.232 -0.343  0.623
O 2.891 0.870 -1.306  -0.702
H 0.672 -2.984 0.834  0.204
H -0.108 -3.100 -0.763  0.219
H 1.645 -2.820 -0.654  0.221
H 0.458 -0.718 -1.227  0.210
H -1.694 -1.332 -0.136  0.216
H -0.972 -1.083 1.454  0.203
H -0.726 1.389 0.958  0.204
H -1.482 2.313 -1.237  0.222
H -1.867 0.617 -1.826  0.216
H -3.498 0.318 0.079  0.213
H -3.111 2.008 0.683  0.218
H 1.230 -0.148 1.487  0.376
H 1.201 1.705 -0.541  0.084
O 2.837 1.892 0.688  -0.722
H 2.351 -0.916 0.562  0.400
H 2.201 2.383 1.221  0.463



The most stable of them is entry i.



Entry i
Computed, not measured: a 2-piece molecular cluster, C3H3N3OS overall, with the ωB97M-V functional and the def2-TZVPD basis.

Calculated values
**Charge**: 0
**HOMO-LUMO gap**: 7.89 eV
**Multiplicity**: 1
**HOMO energy**: -9.117 eV

Last column: natural (NBO) charge in e.
Positions of all 11 atoms, in Å:
C 0.517 0.352 0.028  -0.020
C -0.586 -1.643 0.980  -0.030
C -0.493 -0.257 -0.779  0.240
H -0.393 3.518 -0.899  0.442
H -0.983 -2.565 1.406  0.231
H -1.607 -0.833 -2.055  0.344
N 0.749 1.677 -0.011  -0.062
N -1.205 -1.265 -0.085  -0.466
N -0.674 -0.071 -2.130  -0.495
O 0.194 2.158 -1.160  -0.468
S 0.795 -0.655 1.565  0.283



Entry ii
Computed, not measured: a 2-piece molecular cluster, C3H3N3OS overall, with the ωB97M-V functional and the def2-TZVPD basis.

Calculated values
**Charge**: 0
**HOMO-LUMO gap (alpha / beta)**: 8.07 / 6.86 eV
**Multiplicity**: 1
**HOMO energy (alpha / beta)**: -8.572 / -7.805 eV

Last column: natural (NBO) charge in e.
Positions of all 11 atoms, in Å:
C 1.432 -0.826 1.159  -0.496
C 0.641 1.417 0.521  -0.118
C 0.566 -0.779 0.116  0.084
N 0.165 0.456 -0.152  -0.407
N -1.437 0.003 -1.110  0.457
N -0.995 -0.904 -1.752  -0.394
O -2.440 0.540 -0.796  -0.341
S 1.489 0.779 1.903  0.370
H 1.609 -1.615 1.860  0.235
H 0.582 2.542 0.389  0.239
H -1.613 -1.611 -2.138  0.370



Entry iii
Computed, not measured: C3H3N3OS in the gas phase, with the ωB97M-V functional and the def2-TZVPD basis.

Calculated values
**Charge**: 0
**SMILES string**: O=c1ncc(S)n[nH]1
**HOMO-LUMO gap**: 8.65 eV
**Multiplicity**: 1
**HOMO energy**: -9.223 eV

Last column: natural (NBO) charge in e.
Positions of all 11 atoms, in Å:
O -2.944 0.043 -0.003  -0.577
C -1.743 0.129 0.001  0.706
N -1.039 1.341 -0.003  -0.410
C 0.244 1.284 -0.002  0.093
C 0.993 0.045 -0.001  -0.031
S 2.770 0.132 -0.002  0.038
N 0.389 -1.079 0.000  -0.189
N -0.951 -1.015 0.002  -0.407
H 0.774 2.246 0.019  0.206
H 2.925 -1.195 -0.005  0.154
H -1.418 -1.930 -0.007  0.418



The most stable of them is entry iii.